Density functional theory data (wB97M-V/def2-TZVPD) for a molecular structure, C16H20N3O8RbS.

The charge is -2. The calculation puts the total energy at -1810.257483 Eh. The calculation puts the LUMO energy at 4.0 eV. The HOMO energy comes out at -0.68 eV. Its HOMO-LUMO gap is 4.70 eV.

XYZ file:
```
49
C16H20N3O8RbS wB97M-V/def2-TZVPD
Rb 1.014 -0.640 0.301
N 1.640 0.002 3.829
C 0.580 0.384 4.761
C -0.108 1.663 4.301
N -1.172 1.402 3.341
C -1.574 2.587 2.607
C -2.506 2.214 1.465
N -1.775 1.420 0.492
H 1.220 -0.301 2.956
H 2.098 -0.832 4.176
H 1.046 0.582 5.731
H -0.181 -0.394 4.899
H 0.670 2.323 3.886
H -0.555 2.175 5.163
H -0.880 0.697 2.671
H -0.707 3.129 2.187
H -2.082 3.270 3.298
H -2.954 3.133 1.053
H -3.314 1.599 1.867
H -0.985 1.926 0.103
H -2.358 1.073 -0.255
O -3.031 -5.483 1.750
C -2.302 -4.534 1.491
C -2.299 -3.745 0.229
O -3.081 -3.878 -0.710
C -1.180 -2.792 0.308
C -0.582 -2.897 1.630
O 0.376 -2.189 2.054
C -1.266 -3.950 2.385
O -1.029 -4.292 3.544
O -0.812 -2.012 -0.606
C 0.427 -0.399 -6.547
C 1.007 0.049 -5.229
C 0.198 0.642 -4.267
C 0.728 1.045 -3.048
C 2.073 0.856 -2.781
C 2.890 0.259 -3.730
C 2.359 -0.136 -4.947
S 2.746 1.382 -1.191
O 3.727 2.404 -1.510
O 1.588 1.879 -0.447
O 3.310 0.163 -0.621
H -0.619 -0.108 -6.626
H 0.488 -1.485 -6.647
H 0.974 0.043 -7.383
H -0.859 0.770 -4.468
H 0.115 1.503 -2.284
H 3.936 0.103 -3.497
H 2.998 -0.610 -5.684
```


Density functional theory data (wB97M-V/def2-TZVPD) for a molecular structure, C14H13N3O6Sn.

The calculation puts the total energy at -1370.847388 Eh. The calculation puts the LUMO energy (spin up / spin down) at -1.6 / -1.6 eV. The HOMO energy (spin up / spin down) comes out at -8.59 / -7.62 eV. Its HOMO-LUMO gap (spin up / spin down) is 6.98 / 6.01 eV.

XYZ file:
```
37
C14H13N3O6Sn wB97M-V/def2-TZVPD
C -0.502 1.361 -4.775
C 0.857 1.265 -4.396
C 0.948 1.651 -3.030
C -0.372 1.983 -2.565
C -1.252 1.797 -3.682
Sn -0.221 -0.552 -2.243
N -2.441 -1.116 -2.030
C -0.013 -2.613 -2.698
C 1.298 -2.099 -2.899
H 1.885 1.792 -2.453
H 1.692 1.006 -5.051
H -0.581 2.692 -1.763
H -2.346 1.947 -3.678
H -0.896 1.138 -5.777
H 1.720 -1.751 -3.849
H -0.400 -3.120 -1.781
H -2.159 -1.252 -3.051
H 1.884 -2.262 -2.006
H -0.625 -2.786 -3.579
O 0.961 -1.680 0.256
C 0.422 -0.577 0.570
O 0.000 0.258 -0.375
C 0.251 -0.282 2.045
C -0.455 0.853 2.447
C -0.642 1.188 3.801
C -0.090 0.382 4.813
C 0.653 -0.752 4.438
C 0.833 -1.088 3.068
N 1.232 -1.611 5.450
O 1.083 -1.355 6.664
O 1.876 -2.610 5.051
N -1.421 2.352 4.146
O -1.915 3.052 3.236
O -1.579 2.622 5.355
H -0.861 1.493 1.663
H -0.247 0.643 5.854
H 1.424 -1.968 2.825
```


Density functional theory data (wB97M-V/def2-TZVPD) for C18H19NO7S2 in the gas phase.

The SMILES is CCS(=O)(=O)c1ccc2c(c1)N(S(=O)(=O)c1ccc(C)cc1)C[C@@H](C(=O)O)O2. The calculation puts the total energy at -2075.119011 Eh. The calculation puts the LUMO energy at 0.3 eV. The HOMO energy comes out at -8.90 eV. Its HOMO-LUMO gap is 9.21 eV.

XYZ file:
```
47
C18H19NO7S2 wB97M-V/def2-TZVPD
C -3.820 -2.885 -0.782
C -3.671 -1.543 -1.459
H -4.632 -1.084 -1.677
H -3.070 -1.582 -2.363
S -2.819 -0.364 -0.355
O -2.730 0.893 -1.053
O -3.487 -0.356 0.923
C -1.163 -1.008 -0.133
C -0.156 -0.448 -0.887
C 1.163 -0.845 -0.693
C 1.431 -1.902 0.193
C 0.392 -2.474 0.924
C -0.901 -2.005 0.790
H -1.700 -2.392 1.400
H 0.634 -3.265 1.615
O 2.676 -2.415 0.365
C 3.766 -1.678 -0.148
C 4.335 -0.683 0.868
O 5.489 -0.367 0.881
O 3.439 -0.282 1.768
H 3.848 0.385 2.344
H 4.559 -2.412 -0.338
C 3.415 -0.965 -1.469
N 2.195 -0.205 -1.369
S 2.446 1.486 -1.076
O 3.600 1.569 -0.223
O 2.536 2.104 -2.361
C 0.994 2.036 -0.206
C 0.078 2.838 -0.859
C -1.093 3.188 -0.211
C -1.359 2.728 1.075
C -0.400 1.954 1.725
C 0.779 1.608 1.091
H 1.517 0.992 1.579
H -0.592 1.601 2.727
C -2.670 3.001 1.733
H -2.550 3.160 2.802
H -3.163 3.861 1.289
H -3.307 2.127 1.589
H -1.825 3.795 -0.721
H 0.291 3.158 -1.867
H 3.284 -1.718 -2.254
H 4.219 -0.283 -1.747
H -0.396 0.320 -1.604
H -4.463 -3.542 -1.365
H -4.266 -2.741 0.199
H -2.852 -3.366 -0.662
```


Density functional theory data (wB97M-V/def2-TZVPD) for 2 unconnected molecules or ions with the total composition C10H10N2.

The SMILES is c1ccncc1.c1ccncc1. The calculation puts the total energy at -496.421783 Eh. The calculation puts the LUMO energy at 0.5 eV. The HOMO energy comes out at -9.58 eV. Its HOMO-LUMO gap is 10.07 eV.

XYZ file:
```
22
C10H10N2 wB97M-V/def2-TZVPD
C -0.557 -3.227 0.721
C 0.049 -3.189 2.016
C -0.522 -2.158 2.891
C -1.724 -1.479 2.525
C -2.176 -1.603 1.183
C 0.182 2.110 -3.070
C 0.262 1.259 -1.913
C 1.225 1.515 -0.838
C 1.835 2.904 -0.907
C 1.683 3.534 -2.109
H -0.092 -3.830 -0.091
H 0.872 -3.934 2.389
H -0.105 -1.927 3.915
H -2.242 -0.752 3.335
H -2.820 -0.780 0.647
H -0.920 1.819 -3.766
H -0.285 0.288 -1.709
H 1.346 0.811 0.017
H 2.506 3.317 -0.066
H 2.244 4.459 -2.189
N -1.675 -2.360 0.268
N 0.914 3.223 -3.248
```


Density functional theory data (wB97M-V/def2-TZVPD) for a molecular structure, C5H7N.

The calculation puts the total energy at -249.280948 Eh. The calculation puts the LUMO energy (spin up / spin down) at -0.5 / 0.1 eV. The HOMO energy (spin up / spin down) comes out at -8.80 / -8.41 eV. Its HOMO-LUMO gap (spin up / spin down) is 8.34 / 8.47 eV.

XYZ file:
```
13
C5H7N wB97M-V/def2-TZVPD
N 0.511 0.830 2.849
C -0.148 0.508 1.956
C -0.978 0.077 0.832
C -0.086 -0.562 -0.237
C 1.531 0.461 -0.184
C -0.526 -0.498 -1.568
H -1.498 0.944 0.409
H -1.762 -0.593 1.218
H 0.279 -1.551 0.054
H 2.522 -0.039 -0.315
H 1.692 1.463 -0.652
H -1.272 0.236 -1.883
H -0.307 -1.275 -2.297
```


Density functional theory data (wB97M-V/def2-TZVPD) for C16H20N2O3S2 in the gas phase.

The SMILES is CCN(CC)S(=O)(=O)c1ccc(NC(=O)Cc2cccs2)cc1. The calculation puts the total energy at -1753.307685 Eh. The calculation puts the LUMO energy at 0.5 eV. The HOMO energy comes out at -8.81 eV. Its HOMO-LUMO gap is 9.30 eV.

XYZ file:
```
43
C16H20N2O3S2 wB97M-V/def2-TZVPD
C 3.133 1.750 1.181
H 2.123 1.609 0.805
H 3.300 2.812 1.337
H 3.223 1.247 2.141
C 4.166 1.219 0.186
N 3.977 -0.154 -0.216
S 3.130 -0.412 -1.621
O 3.267 -1.801 -1.951
O 3.558 0.573 -2.569
C 1.409 -0.103 -1.222
C 0.853 1.135 -1.484
C -0.460 1.393 -1.139
C -1.220 0.397 -0.526
C -0.650 -0.854 -0.276
C 0.663 -1.102 -0.624
H 1.115 -2.066 -0.456
H -1.244 -1.630 0.185
N -2.549 0.585 -0.152
C -3.325 1.700 -0.269
O -2.956 2.764 -0.700
C -4.752 1.484 0.255
C -5.274 0.111 0.027
C -5.334 -0.928 0.909
C -5.845 -2.114 0.335
C -6.156 -1.963 -0.976
S -5.838 -0.371 -1.542
H -6.559 -2.689 -1.653
H -5.975 -3.032 0.879
H -5.042 -0.846 1.942
H -5.382 2.231 -0.231
H -4.737 1.701 1.327
H -3.006 -0.235 0.231
H -0.905 2.354 -1.340
H 1.459 1.882 -1.972
C 3.910 -1.193 0.785
C 5.217 -1.329 1.560
H 6.046 -1.436 0.866
H 5.173 -2.211 2.194
H 5.394 -0.460 2.188
H 3.720 -2.112 0.230
H 3.076 -1.023 1.482
H 4.129 1.794 -0.740
H 5.170 1.322 0.610
```